Below is a molecular structure, C25H28ClMnN3O3, with properties calculated with the ωB97M-V functional and the def2-TZVPD basis.

Computed properties:
Largest force on an atom, Eh/bohr: 0.0117
⟨S²⟩: 0.76
Frontier orbital gap (alpha / beta), Ha: 0.2909 / 0.2869
E_tot, Ha: -2970.634345
Spin multiplicity: 2
Molar mass, g/mol: 508.9

Last column: Mulliken spin population.
Geometry (Å):
Mn  -0.1196  0.8489  -0.4023  0.927
C  2.5539  0.3068  -1.8065  0.011
N  1.9844  1.0210  -0.6577  -0.080
C  2.5580  0.4783  0.5914  0.015
C  2.2170  2.4661  -0.7096  -0.027
C  3.3853  3.0121  -1.2020  -0.001
C  3.5505  4.3916  -1.2630  -0.002
C  2.5211  5.2105  -0.8373  0.001
C  1.3475  4.6731  -0.3241  0.005
C  1.1786  3.2904  -0.2209  0.065
N  0.0476  2.6044  0.2182  0.068
C  -1.0103  3.1050  0.9713  0.074
C  -1.0304  4.2873  1.7208  0.002
C  -2.1531  4.6538  2.4483  0.000
C  -3.2839  3.8560  2.4638  0.001
C  -3.2608  2.6531  1.7705  0.002
C  -2.1438  2.2706  1.0529  -0.029
N  -2.0812  0.9602  0.3888  -0.061
C  -3.0969  0.8794  -0.6760  0.004
C  -2.2930  -0.1178  1.3709  0.005
H  3.6472  0.3479  -1.8176  0.000
H  2.1622  0.7290  -2.7290  0.000
H  2.2647  -0.7418  -1.7396  -0.001
H  3.6457  0.6029  0.6048  0.001
H  2.3053  -0.5787  0.6677  0.009
H  2.1330  1.0129  1.4411  -0.001
H  4.1772  2.3672  -1.5591  0.000
H  4.4646  4.8115  -1.6598  0.000
H  2.6184  6.2862  -0.9128  0.000
H  0.5418  5.3366  -0.0556  0.000
H  -0.1503  4.9073  1.7706  0.000
H  -2.1343  5.5758  3.0157  0.000
H  -4.1619  4.1471  3.0238  0.000
H  -4.1257  2.0018  1.8051  0.000
H  -4.1104  0.9719  -0.2722  0.001
H  -3.0015  -0.0753  -1.1909  0.002
H  -2.9241  1.6771  -1.3959  -0.002
H  -3.2882  -0.0645  1.8213  0.001
H  -1.5431  -0.0395  2.1570  0.001
H  -2.1717  -1.0791  0.8765  0.005
C  2.0360  -5.6220  -0.8263  0.000
C  0.7274  -5.3542  -0.1420  0.000
C  0.2961  -6.1224  0.9266  0.000
C  -0.9163  -5.8574  1.5457  0.000
Cl  -1.4285  -6.8460  2.8844  0.000
C  -1.7135  -4.8178  1.1163  0.000
C  -1.2932  -4.0339  0.0488  0.001
C  -0.0887  -4.3059  -0.5810  -0.001
O  0.4010  -3.6067  -1.6499  0.001
C  -0.3928  -2.6003  -2.2320  0.001
C  -0.3046  -1.2759  -1.4988  0.005
O  -0.5786  -0.2139  -2.1200  0.001
O  0.0341  -1.2286  -0.2894  -0.004
H  2.5497  -6.4595  -0.3573  0.000
H  2.6841  -4.7453  -0.7835  0.000
H  1.8847  -5.8510  -1.8822  0.000
H  0.9101  -6.9397  1.2821  0.000
H  -2.6514  -4.6098  1.6121  0.000
H  -1.9065  -3.1998  -0.2572  0.000
H  -1.4417  -2.9044  -2.2983  0.000
H  -0.0273  -2.4529  -3.2466  0.001